Entry 1:
# C20H59N3O11

A 8-piece molecular cluster, C20H59N3O11 overall (ωB97M-V/def2-TZVPD, the Open Molecules 2025 dataset).

```
93
Properties=species:S:1:pos:R:3:forces:R:3:lowdin_charge:R:1
C -15.96257 -2.49322 10.78917 0.795 -0.736 -1.067 -0.1116
O -14.89447 -2.57968 11.70910 -0.477 0.183 -0.634 -0.1672
C -15.05481 -1.73864 12.80593 -2.100 0.064 1.459 -0.2856
C -13.73617 -1.45986 13.44986 -1.112 0.635 1.090 -0.2232
N -13.01530 -2.51069 14.11966 0.470 -0.880 -0.534 -0.0385
C -13.77439 -3.24482 15.15159 0.863 -0.740 -0.926 -0.1741
C -14.23098 -4.63193 14.67867 -1.756 1.978 0.186 -0.2407
O -13.03021 -5.25715 14.46773 0.871 -0.048 -0.126 -0.1680
C -13.22550 -6.53806 14.06023 0.532 -1.812 -2.121 -0.1449
H -16.85912 -2.97566 11.11186 -0.937 0.120 0.910 0.0759
H -15.70648 -3.11746 9.94178 0.494 -0.126 -0.274 0.0821
H -16.14422 -1.50860 10.34944 0.025 0.259 0.583 0.0927
H -15.81122 -2.15728 13.57576 0.884 0.238 -1.057 0.1343
H -15.49150 -0.73875 12.53098 0.351 -0.697 -0.158 0.1243
H -13.97688 -0.64752 14.16946 0.493 -0.310 -0.124 0.1262
H -13.21103 -1.02925 12.63995 1.435 0.440 -0.553 0.1119
H -12.55089 -3.15901 13.44470 -0.692 0.712 0.941 0.1365
H -14.49450 -2.59863 15.59055 -0.866 0.350 0.246 0.0938
H -13.08550 -3.56062 15.90589 0.654 0.414 0.932 0.0991
H -14.81763 -4.49438 13.73667 0.220 -0.546 0.438 0.1306
H -14.82953 -5.18156 15.45474 0.246 0.507 -0.634 0.1181
H -13.74518 -7.15395 14.75997 -0.497 -0.407 0.889 0.0786
H -12.27663 -7.00806 13.82867 0.417 0.006 0.348 0.0916
H -13.75991 -6.64150 13.09525 -0.218 0.447 0.255 0.1003
C -17.62508 -5.23148 27.36268 0.236 -1.153 -1.184 -0.0901
O -17.22347 -5.95641 26.19349 -0.140 -0.494 -0.230 -0.2277
C -17.51686 -5.28961 24.96141 1.105 -1.057 0.196 -0.1995
C -16.58082 -5.92685 23.88117 -0.607 1.779 1.442 -0.2219
N -16.68011 -5.25087 22.62155 0.026 0.265 -1.496 -0.0780
C -15.83574 -5.89776 21.58272 0.255 -0.118 2.313 -0.1974
C -15.82859 -5.14508 20.29144 0.659 -0.445 -0.411 -0.2374
O -14.91129 -5.81632 19.45594 0.071 -0.120 -0.864 -0.1801
C -14.72889 -5.18951 18.18377 0.429 0.642 1.351 -0.0900
H -17.42492 -5.87493 28.24152 -0.357 0.387 -0.539 0.0971
H -18.67853 -4.96584 27.22602 0.070 0.198 0.594 0.0867
H -16.96271 -4.39290 27.36304 0.062 1.103 0.619 0.0709
H -17.19114 -4.26490 25.04547 -0.248 0.819 0.061 0.1042
H -18.59107 -5.36797 24.74866 0.219 0.114 -0.245 0.1257
H -16.84254 -6.94138 23.79875 -0.385 -1.433 -0.441 0.1035
H -15.57572 -5.89342 24.30261 0.316 -0.018 0.156 0.1185
H -16.50327 -4.23890 22.65641 0.096 -0.725 0.312 0.1117
H -16.16025 -6.92951 21.55491 -0.492 -0.233 -0.734 0.1160
H -14.78437 -6.04920 21.97805 -0.571 0.643 -0.605 0.1328
H -15.48593 -4.14743 20.49177 0.476 0.945 0.212 0.1009
H -16.77559 -4.99884 19.78251 -0.584 -0.456 0.094 0.1239
H -13.95452 -4.40086 18.27830 -0.856 0.275 -0.070 0.0791
H -15.67929 -4.85583 17.77484 -0.013 0.387 -0.055 0.0860
H -14.27121 -5.85461 17.49986 0.228 -1.239 -0.495 0.0643
C -12.73125 -2.39140 22.77388 -0.860 -0.042 0.055 -0.1280
O -12.04320 -1.77059 21.70237 -1.206 -1.230 -1.284 -0.1898
C -12.38711 -2.49156 20.44980 2.313 0.863 0.812 -0.1864
C -11.91533 -3.91050 20.39146 0.192 -0.312 -0.381 -0.2305
N -10.46952 -4.01341 20.35779 0.767 0.420 -0.738 -0.0220
C -9.92552 -3.75652 18.99861 0.465 0.782 0.060 -0.1997
C -8.41947 -3.84516 18.87016 0.515 -1.005 1.030 -0.2395
O -7.81938 -3.11147 19.90082 -0.276 0.888 0.716 -0.2131
C -6.42196 -2.90058 19.91005 -0.333 -0.747 -0.890 -0.1052
H -12.72224 -1.70521 23.58914 0.621 0.479 0.865 0.0656
H -12.23275 -3.34635 23.06932 -0.796 0.553 -0.194 0.1005
H -13.86759 -2.44954 22.62178 1.418 -0.621 -0.392 0.1063
H -11.82273 -1.97615 19.67707 -0.180 0.362 -0.063 0.1141
H -13.40731 -2.42978 20.22377 -1.828 0.354 0.003 0.0911
H -12.30224 -4.29650 19.45330 -0.169 -0.322 -0.063 0.0963
H -12.28439 -4.54248 21.18411 -0.376 -0.162 0.305 0.1039
H -10.16137 -3.27060 20.99134 0.551 -0.378 -0.312 0.1085
H -10.12467 -2.78159 18.54683 -0.686 0.450 0.463 0.1091
H -10.29678 -4.44272 18.24947 -0.499 -0.593 0.168 0.1162
H -8.11860 -3.40786 17.92594 0.059 -0.271 -0.590 0.1201
H -8.12604 -4.91046 18.97436 0.196 0.320 -0.333 0.1286
H -5.91119 -3.89456 19.98964 -0.016 0.876 0.094 0.0972
H -6.26317 -2.24597 20.75499 0.377 -0.170 0.338 0.0791
H -6.05141 -2.35387 19.01146 -0.303 -0.452 0.269 0.0905
C -11.91292 1.40642 19.43647 -0.196 -0.076 -0.605 -0.1153
O -13.01902 0.50432 19.58369 0.263 -0.005 0.234 -0.1516
H -12.13220 2.34172 19.94738 0.014 0.197 -0.056 0.0724
H -10.95962 1.02036 19.82050 -0.303 -0.219 -0.086 0.0858
H -11.82514 1.56877 18.35049 0.118 0.073 0.494 0.0885
H -13.03901 0.19635 20.49611 0.086 -0.116 0.009 0.0660
C -17.90112 -0.28684 14.59309 -0.087 -0.759 1.048 -0.1006
O -18.28487 -1.49608 15.33266 -0.349 -0.140 -0.325 -0.1836
H -16.98198 0.09653 15.12423 -0.962 -0.399 -0.743 0.1005
H -17.68368 -0.54231 13.53515 -0.202 0.387 0.653 0.0678
H -18.73122 0.41727 14.73707 0.458 0.152 -0.505 0.0794
H -19.17753 -1.84500 15.09554 1.160 0.786 -0.009 0.1041
O -14.23595 -0.28749 17.08077 -0.606 -0.669 0.128 -0.0851
H -14.00439 -0.18368 18.01843 0.063 0.267 0.014 0.0135
H -14.98542 -0.92527 17.09400 0.422 0.499 0.103 0.0086
O -16.62898 -1.87864 17.59425 1.160 -0.328 -1.298 -0.0312
H -17.38056 -1.75109 17.01033 -0.482 0.059 -0.310 0.0089
H -16.90182 -1.81433 18.48315 -0.655 0.188 1.448 0.0278
O -11.53543 -0.67315 16.32982 -0.452 -0.415 0.093 -0.0951
H -12.43885 -0.71870 16.70543 0.316 0.334 -0.133 -0.0165
H -11.64993 -1.25805 15.56550 0.195 0.024 -0.139 0.0015
```
Positions in Å, forces in eV/Å.

## Properties
- E_LUMO (eV) = 0.187
- 2S+1 = 1
- net charge = 0
- structure (SMILES) = COCCNCCOC.COCCNCCOC.COCCNCCOC.CO.CO.O.O.O
- orbital gap (eV) = 8.72
- energy above the lowest of the compared OMol25 structures with the same formula, charge and spin (kJ/mol) = 121.3
- HOMO level (Eh) = -0.314



Entry 2:
# C3H3O3Tb

C3H3O3Tb as an isolated structure (ωB97M-V/def2-TZVPD, the Open Molecules 2025 dataset).

```
10
Properties=species:S:1:pos:R:3:forces:R:3:lowdin_charge:R:1
O -1.12765 -0.93741 2.77567 3.443 -0.997 1.559 0.1248
Tb -3.01235 -1.86704 0.44815 -1.089 -0.252 1.085 2.0470
O -2.66132 0.54864 2.43893 -0.814 3.315 0.960 0.1655
C -1.70670 0.06593 2.89723 -2.924 -2.640 -2.994 -0.3152
O 1.00826 -0.13405 -0.01781 -1.045 0.168 1.922 0.4560
C 1.70850 -0.38664 -0.92074 3.201 -2.817 -2.824 0.1070
H 2.05401 -0.40307 -2.28439 0.977 -2.178 1.407 0.4692
C 1.37965 0.75968 -1.69065 -2.179 3.997 0.252 0.5024
H 0.44708 0.68583 -2.26171 -0.078 0.568 -0.917 0.2127
H 1.91053 1.66814 -1.38468 0.509 0.837 -0.450 0.2305
```
Positions in Å, forces in eV/Å.

## Properties
- E_LUMO (spin up / spin down) (eV) = -23.621 / -23.237
- 2S+1 = 7
- net charge = +4
- orbital gap (spin up / spin down) (eV) = 3.11 / 3.03
- energy above the lowest of the compared OMol25 structures with the same formula, charge and spin (kJ/mol) = 660.4
- HOMO level (spin up / spin down) (Eh) = -0.982 / -0.965



Entry 3:
# C2H4F4N4O2

A 2-piece molecular cluster, C2H4F4N4O2 overall (ωB97M-V/def2-TZVPD, the Open Molecules 2025 dataset).

```
16
Properties=species:S:1:pos:R:3:forces:R:3:lowdin_charge:R:1
C 0.73308 0.04809 0.26939 -2.330 -1.804 0.783 -0.3632
C -0.52121 0.44695 -0.53247 1.365 -2.816 1.805 0.0185
N 1.16483 -1.31279 0.01195 1.890 -0.775 0.011 0.0409
N 1.68821 1.10900 -0.00484 0.240 0.625 -0.531 -0.0458
N -1.76679 -1.35525 -0.43563 1.335 1.540 -1.631 0.0582
N -1.35942 1.35826 0.07395 -2.347 0.924 -0.746 -0.4117
O -2.41489 1.56556 -0.53052 0.381 0.338 -0.129 0.0654
O -1.10373 1.84457 1.14698 0.647 0.221 1.167 0.0883
F 2.69900 0.96824 0.85650 1.003 0.097 2.170 0.0254
F 2.40344 0.70309 -1.14361 -0.812 -0.001 -1.002 -0.0196
F -2.97124 -0.79128 -0.40974 -0.768 -0.176 0.167 0.0036
F -1.59571 -1.80706 0.78563 0.052 -0.452 1.632 0.0105
H 0.27939 0.09586 1.31396 1.481 0.447 -0.953 0.1705
H -0.59079 0.36880 -1.55041 -0.097 0.132 -2.323 0.1149
H 1.40892 -1.93391 0.87119 -0.441 2.019 -2.150 0.1339
H 1.94692 -1.30814 -0.72232 -1.599 -0.318 1.732 0.1103
```
Positions in Å, forces in eV/Å.

## Properties
- E_LUMO (spin up / spin down) (eV) = -1.975 / -1.484
- 2S+1 = 1
- net charge = 0
- orbital gap (spin up / spin down) (eV) = 8.61 / 8.86
- energy above the lowest of the compared OMol25 structures with the same formula, charge and spin (kJ/mol) = 243.5
- HOMO level (spin up / spin down) (Eh) = -0.389 / -0.380



Entry 4:
# C9H14O

A 2-piece molecular cluster, C9H14O overall (ωB97M-V/def2-TZVPD, the Open Molecules 2025 dataset).

```
24
Properties=species:S:1:pos:R:3:forces:R:3:lowdin_charge:R:1
C -0.22537 -0.79982 2.67906 -0.347 -1.553 0.457 -0.0704
C 0.27573 -0.09700 1.47787 -0.505 2.169 -0.043 -0.2776
C -0.51064 0.18061 0.35748 1.069 0.276 0.762 -0.0445
C 0.01008 1.01508 -0.63402 -1.138 -1.274 -0.875 -0.0353
C 1.33220 1.33703 -0.65917 1.649 1.217 0.495 -0.3201
O 1.96329 1.95626 -1.71046 0.197 -0.060 0.586 0.0498
C 2.11131 1.21641 0.51457 -1.637 0.392 -0.640 -0.0042
C 1.46571 0.65328 1.58939 1.315 -1.643 0.192 -0.0527
H 0.45904 -1.61589 2.95449 -0.099 0.216 0.079 0.0847
H -1.19207 -1.27897 2.53024 -0.077 -0.059 -0.370 0.0735
H -0.39024 -0.20131 3.56745 0.353 0.512 0.039 0.0788
H -1.51620 -0.18485 0.26062 -0.109 -0.108 0.154 0.0756
H -0.65390 1.22979 -1.46548 0.252 0.153 -0.198 0.1159
H 1.42835 1.91280 -2.49197 -0.514 -0.039 -0.587 0.0894
H 3.06937 1.70682 0.58902 0.120 -0.156 -0.070 0.1164
H 2.07014 0.56809 2.49237 -0.379 0.029 0.136 0.1154
C -3.10544 -1.63292 -1.43312 0.187 -0.830 -0.726 -0.1575
C -1.90195 -2.60760 -1.57872 -0.372 1.319 -0.610 -0.1479
H -2.96074 -0.79453 -0.76448 -0.236 -0.353 0.638 0.0265
H -3.30512 -1.13538 -2.38672 -0.015 -0.235 -0.064 0.0605
H -3.95167 -2.28841 -1.21852 -0.348 0.728 0.331 0.0628
H -2.01727 -3.52794 -1.02287 -0.027 -0.072 0.199 0.0564
H -0.98482 -2.09811 -1.29115 0.217 -0.242 -0.067 0.0434
H -1.87778 -2.82521 -2.64919 0.444 -0.386 0.185 0.0611
```
Positions in Å, forces in eV/Å.

## Properties
- E_LUMO (eV) = 0.866
- 2S+1 = 1
- net charge = 0
- structure (SMILES) = Cc1ccc(O)cc1.CC
- orbital gap (eV) = 9.22
- energy above the lowest of the compared OMol25 structures with the same formula, charge and spin (kJ/mol) = 77.4
- HOMO level (Eh) = -0.307



- What is the formula in the fourth record?
  C9H14O